Formula: C4H9NO2
Source: OMol25
Level of theory: wB97M-V/def2-TZVPD

Cartesian coordinates (Å):
C: 0.05 2.20 -0.90
C: -0.83 0.99 -0.31
O: -1.06 0.05 -1.20
C: 0.13 0.60 0.73
C: -0.71 -1.52 0.95
O: -1.14 -1.51 2.09
N: 0.14 -2.47 0.46
H: 1.01 1.84 -1.29
H: 0.21 3.01 -0.18
H: -0.55 2.57 -1.73
H: -1.72 1.48 0.14
H: -1.08 -0.88 0.00
H: 1.04 0.10 0.40
H: 0.15 1.08 1.71
H: 0.24 -3.33 0.99
H: 0.20 -2.56 -0.55

molar mass: 103.1 g mol⁻¹
highest occupied orbital energy (alpha / beta): -0.32460 / -0.32453 Eh
LUMO level (alpha / beta): -1.278 / -1.282 eV
relative energy (zero: lowest compared OMol25 entry of this formula, charge and spin): 496.9 kJ/mol



Formula: C4H9NO2
Source: OMol25
Level of theory: wB97M-V/def2-TZVPD

Cartesian coordinates (Å):
C: 0.13 -1.12 -1.88
C: 0.79 -0.68 -0.57
C: -0.35 -0.15 0.42
N: -1.16 0.92 -0.23
C: 0.30 0.61 1.59
O: 1.51 0.83 1.73
O: -0.47 0.70 2.84
H: -0.59 -1.97 -1.66
H: -0.34 -0.22 -2.16
H: 0.91 -1.32 -2.63
H: 1.20 -1.48 0.06
H: 1.56 0.07 -0.75
H: -1.01 -0.87 0.84
H: -0.66 1.48 -1.04
H: -1.61 1.65 0.35
H: -0.21 1.56 3.11

molar mass: 103.1 g mol⁻¹
highest occupied orbital energy: -0.34691 Eh
LUMO level: 0.659 eV
SMILES string: CC[C@H](N)C(=O)O
relative energy (zero: lowest compared OMol25 entry of this formula, charge and spin): 205.2 kJ/mol



Formula: C4H9NO2
Source: OMol25
Level of theory: wB97M-V/def2-TZVPD

Cartesian coordinates (Å):
C: -2.16 0.13 -0.11
C: -0.77 -0.20 -0.62
C: 0.17 -1.00 0.29
C: 1.18 0.13 0.02
N: 1.87 0.61 1.15
O: 2.11 -0.10 -0.98
O: 0.11 0.94 -0.58
H: -2.08 0.68 0.84
H: -2.73 -0.79 0.07
H: -2.72 0.74 -0.82
H: -0.83 -0.62 -1.63
H: -0.15 -1.01 1.33
H: 0.50 -1.99 -0.02
H: 2.55 1.33 0.92
H: 1.26 0.90 1.90
H: 1.67 0.25 -1.77

molar mass: 103.1 g mol⁻¹
highest occupied orbital energy: -0.35977 Eh
LUMO level: 0.963 eV
SMILES string: C[C@@H]1C[C@@](N)(O)O1
relative energy (zero: lowest compared OMol25 entry of this formula, charge and spin): 137.4 kJ/mol



Formula: C4H9NO2
Source: OMol25
Level of theory: wB97M-V/def2-TZVPD

Cartesian coordinates (Å):
C: 1.34 1.16 -0.77
C: 0.32 0.28 -0.12
C: -0.37 0.64 1.12
O: -0.29 -0.40 2.17
N: -0.45 -0.46 -1.04
C: -1.17 -1.52 -0.79
O: -1.21 -2.12 0.38
H: 2.08 0.60 -1.35
H: 1.91 1.69 0.00
H: 0.93 1.94 -1.45
H: -0.76 -1.58 1.10
H: 0.05 1.57 1.54
H: -1.46 0.78 1.02
H: 0.65 -0.58 2.25
H: -0.47 -0.15 -2.01
H: -1.75 -1.98 -1.59

molar mass: 103.1 g mol⁻¹
highest occupied orbital energy: -0.23397 Eh
LUMO level: 0.811 eV
relative energy (zero: lowest compared OMol25 entry of this formula, charge and spin): 320.7 kJ/mol



Formula: C4H9NO2
Source: OMol25
Level of theory: wB97M-V/def2-TZVPD

Cartesian coordinates (Å):
C: 0.17 -0.73 -1.71
C: -0.04 -0.63 -0.19
C: 1.21 -0.06 0.48
O: 1.23 -0.29 1.87
N: -1.24 0.14 0.14
C: -1.34 1.29 0.85
O: -0.43 2.02 1.21
H: -0.75 -1.02 -2.23
H: 0.92 -1.50 -1.94
H: 0.52 0.22 -2.12
H: -0.20 -1.64 0.22
H: 2.10 -0.54 0.03
H: 1.27 1.00 0.27
H: 0.91 0.52 2.28
H: -2.12 -0.32 -0.03
H: -2.40 1.52 1.09

molar mass: 103.1 g mol⁻¹
highest occupied orbital energy: -0.36645 Eh
LUMO level: 0.752 eV
SMILES string: C[C@@H](CO)NC=O
relative energy (zero: lowest compared OMol25 entry of this formula, charge and spin): 93.0 kJ/mol



Formula: C4H9NO2
Source: OMol25
Level of theory: wB97M-V/def2-TZVPD

Cartesian coordinates (Å):
C: -2.00 0.92 0.84
C: -1.75 -0.41 0.14
N: -0.44 -0.49 -0.50
C: 0.71 -0.94 0.05
O: 0.96 -1.39 1.13
O: 1.64 -0.77 -0.99
C: 2.68 0.14 -0.69
H: -1.88 1.76 0.15
H: -3.02 0.96 1.25
H: -1.30 1.06 1.67
H: -1.82 -1.23 0.86
H: -2.51 -0.59 -0.62
H: -0.12 -0.12 -1.39
H: 3.36 0.14 -1.55
H: 2.29 1.16 -0.55
H: 3.19 -0.20 0.21

molar mass: 103.1 g mol⁻¹
highest occupied orbital energy: -0.36524 Eh
LUMO level: 0.889 eV
SMILES string: CCNC(=O)OC
relative energy (zero: lowest compared OMol25 entry of this formula, charge and spin): 99.7 kJ/mol



Formula: C4H9NO2
Source: OMol25
Level of theory: wB97M-V/def2-TZVPD

Cartesian coordinates (Å):
O: 2.48 0.72 -0.38
C: 1.82 1.10 0.50
C: 0.62 0.06 0.92
C: 0.09 1.28 0.43
C: -3.01 -1.15 -0.90
O: -1.96 -0.45 -0.41
N: 0.66 -1.11 0.14
H: 2.32 1.87 1.10
H: 0.68 -0.11 2.00
H: -0.54 1.80 1.15
H: -0.05 1.40 -0.64
H: -3.40 -1.85 -0.14
H: -2.74 -1.82 -1.72
H: -3.85 -0.53 -1.22
H: 1.43 -1.14 -0.51
H: -0.23 -1.15 -0.37

molar mass: 103.1 g mol⁻¹
highest occupied orbital energy (alpha / beta): -0.54885 / -0.53346 Eh
LUMO level (alpha / beta): -7.297 / -7.302 eV
multiplicity: 2
relative energy (zero: lowest compared OMol25 entry of this formula, charge and spin): 550.4 kJ/mol
net charge: +1



Formula: C4H9NO2P
Source: OMol25
Level of theory: wB97M-V/def2-TZVPD

Cartesian coordinates (Å):
C: -0.86 -0.91 0.90
C: 0.17 -1.16 -2.08
C: -0.19 0.14 -1.38
C: 0.06 0.07 0.11
N: 0.74 1.32 2.40
O: -1.49 -0.29 1.80
O: -0.90 -2.11 0.64
P: -0.34 1.59 1.08
H: -0.35 -1.98 -1.59
H: 1.24 -1.35 -1.99
H: -0.09 -1.13 -3.13
H: 0.37 0.98 -1.82
H: -1.26 0.35 -1.53
H: 1.22 -0.18 0.33
H: 0.57 0.36 2.70
H: 0.45 1.91 3.18
H: 0.66 2.39 0.38

molar mass: 134.1 g mol⁻¹
highest occupied orbital energy: -0.13715 Eh
LUMO level: 4.175 eV
relative energy (zero: lowest compared OMol25 entry of this formula, charge and spin): 124.2 kJ/mol
net charge: -1



Formula: C4H9NO2S
Source: OMol25
Level of theory: wB97M-V/def2-TZVPD

Cartesian coordinates (Å):
C: 2.23 1.26 0.12
S: 1.42 -0.32 -0.03
O: 1.58 -0.81 -1.43
O: 1.95 -1.11 1.03
C: -0.25 0.00 0.33
C: -1.23 0.67 -0.60
C: -1.32 -0.74 -0.41
N: -2.41 -1.44 0.23
H: 3.20 1.21 -0.36
H: 1.74 2.10 -0.39
H: 2.15 1.42 1.21
H: -0.55 0.36 1.37
H: -0.66 1.01 -1.44
H: -1.67 1.45 0.10
H: -0.92 -1.36 -1.20
H: -2.51 -2.47 0.30
H: -2.74 -1.20 1.17

molar mass: 135.2 g mol⁻¹
highest occupied orbital energy: -0.33955 Eh
LUMO level: 0.676 eV
SMILES string: CS(=O)(=O)[C@H]1C[C@@H]1N
relative energy (zero: lowest compared OMol25 entry of this formula, charge and spin): 319.8 kJ/mol



Formula: C4H9NO2S
Source: OMol25
Level of theory: wB97M-V/def2-TZVPD

Cartesian coordinates (Å):
C: -1.23 -0.26 -2.12
C: 0.11 -0.41 -0.92
C: -0.07 -1.32 0.22
C: 0.33 -0.60 1.55
S: 1.55 0.60 -1.06
N: 0.99 2.10 -0.70
O: 2.48 0.31 -0.02
O: 1.99 0.36 -2.38
H: -1.36 0.42 -2.96
H: -2.01 -0.93 -2.08
H: -1.05 -1.83 0.29
H: 0.66 -2.12 -0.01
H: 0.31 -1.13 2.50
H: 1.32 -0.20 1.50
H: -0.24 0.45 1.54
H: 1.31 2.21 0.24
H: 0.01 2.32 -0.98

molar mass: 135.2 g mol⁻¹
highest occupied orbital energy (alpha / beta): -0.32607 / -0.34300 Eh
LUMO level (alpha / beta): -0.304 / -0.320 eV
SMILES string: C=C(CC)S(N)(=O)=O
relative energy (zero: lowest compared OMol25 entry of this formula, charge and spin): 585.4 kJ/mol



Formula: C4H9NO2S
Source: OMol25
Level of theory: wB97M-V/def2-TZVPD

Cartesian coordinates (Å):
C: -0.21 0.57 1.50
C: 0.19 0.14 0.02
N: 1.12 1.16 -0.61
C: -1.03 0.08 -0.89
S: -2.52 -0.73 -0.28
C: 0.90 -1.21 0.06
O: 0.70 -2.02 0.88
O: 1.63 -1.39 -1.04
H: 0.69 0.66 2.16
H: -0.85 1.43 1.53
H: -0.73 -0.32 1.91
H: 1.89 1.36 0.08
H: 0.57 2.03 -0.69
H: -1.26 1.12 -1.06
H: -0.80 -0.38 -1.90
H: -2.02 -1.97 -0.26
H: 1.74 -0.52 -1.42

molar mass: 135.2 g mol⁻¹
highest occupied orbital energy: -0.34453 Eh
LUMO level: 0.612 eV
SMILES string: C[C@](N)(CS)C(=O)O
relative energy (zero: lowest compared OMol25 entry of this formula, charge and spin): 50.2 kJ/mol



Formula: C4H9NO2S2
Source: OMol25
Level of theory: wB97M-V/def2-TZVPD

Cartesian coordinates (Å):
C: -1.12 1.51 0.58
C: 2.34 -0.69 1.33
C: -0.49 0.26 -2.22
C: 0.12 0.71 0.43
N: -1.19 -1.62 0.19
O: -0.46 -2.59 0.10
O: -2.35 -1.56 0.56
S: 1.03 0.44 1.87
S: 0.91 0.48 -1.09
H: -0.87 2.57 0.74
H: -1.69 1.16 1.44
H: -1.75 1.45 -0.30
H: 1.87 -1.53 0.82
H: 2.84 -1.02 2.23
H: 3.03 -0.17 0.67
H: -0.98 1.21 -2.43
H: -1.17 -0.46 -1.78
H: -0.06 -0.14 -3.14

molar mass: 167.3 g mol⁻¹
highest occupied orbital energy (alpha / beta): -0.29473 / -0.25358 Eh
LUMO level (alpha / beta): -0.765 / -1.215 eV
relative energy (zero: lowest compared OMol25 entry of this formula, charge and spin): 403.7 kJ/mol